Record 1
Density functional theory data (wB97M-V/def2-TZVPD) for a 2-piece molecular cluster, C11H14F4N4 overall.

The HOMO energy comes out at -9.4 eV. The value obtained for the molecular weight is 278.3 g mol⁻¹. The value obtained for the gap between HOMO and LUMO is 9.90 eV. Its calculated total energy is -1046.0055 Ha. The calculation puts the maximum force at 3.630 eV/A.

```
! wB97M-V def2-TZVPD RIJCOSX def2/J DEFGRID3
* xyz 0 1
N 0.26373 -3.24313 2.93731
C 0.21092 -2.59365 1.96207
C 0.13774 -1.77531 0.76813
C 1.37625 -2.07901 -0.11896
C 1.78206 -0.83569 -0.91559
C 2.83799 0.03863 -0.24283
N 2.70340 0.27605 1.18384
C -1.21139 -1.99790 0.07108
C -1.10963 -1.96667 -1.37877
N -0.92236 -1.91353 -2.53342
C -2.28940 -1.01015 0.50107
F -2.78658 -1.33799 1.69209
F -3.31227 -1.09286 -0.38185
C -1.80242 0.44613 0.50511
F -2.78093 1.30089 0.24260
F -1.32128 0.70799 1.73977
H 0.26669 -0.76189 1.11165
H 2.16228 -2.35609 0.56808
H 1.19504 -2.93744 -0.74697
H 0.90310 -0.26152 -1.17178
H 2.18388 -1.17419 -1.86308
H 3.83139 -0.32212 -0.46252
H 2.77741 1.00914 -0.71562
H 2.02035 0.97945 1.40263
H 2.57006 -0.55717 1.73023
H -1.57531 -2.98038 0.33903
H -0.97993 0.60373 -0.18409
C -1.53056 4.65895 -0.96336
C -0.51693 3.61995 -1.09395
N 0.27333 2.79644 -1.19087
H -2.48009 4.29436 -1.34860
H -1.64849 4.92625 0.08425
H -1.22803 5.53871 -1.52669
*
```

Record 2
Density functional theory data (wB97M-V/def2-TZVPD) for one molecule with the formula C2H2FI.

The HOMO energy comes out at -9.8 eV. The calculation puts the energy above the lowest of the compared OMol25 structures with the same formula, charge and spin at 9.5 kcal per mole. The value obtained for the molecular weight is 171.9 g mol⁻¹. The value obtained for the gap between HOMO and LUMO is 10.03 eV. Its calculated total energy is -474.9017 Ha. The calculation puts the maximum force at 4.370 eV/A.

```
! wB97M-V def2-TZVPD RIJCOSX def2/J DEFGRID3
* xyz 0 1
C -0.75400 0.31507 -0.00103
C 0.44651 -0.19463 0.04053
F 0.49375 -1.78916 -0.01788
I 2.33667 0.61360 0.01735
H -0.90332 1.38025 -0.03207
H -1.61961 -0.32513 -0.00690
*
```

Record 3
Density functional theory data (wB97M-V/def2-TZVPD) for C23H18N6O5Ta as an isolated structure.

The HOMO energy comes out at -17.5 eV. The calculation puts the energy above the lowest of the compared OMol25 structures with the same formula, charge and spin at 8.8 kcal per mole. The value obtained for the molecular weight is 639.4 g mol⁻¹. The value obtained for the gap between HOMO and LUMO is 6.96 eV. Its calculated total energy is -1648.3093 Ha. The calculation puts the maximum force at 0.770 eV/A.

```
! wB97M-V def2-TZVPD RIJCOSX def2/J DEFGRID3
* xyz 3 1
Ta -0.21655 0.40604 -0.53592
C -2.12334 2.54305 1.02757
N -2.12207 1.82172 -0.27104
C -3.41992 1.21015 -0.65943
C -3.13024 -0.14909 -1.19449
N -1.86265 -0.59991 -1.33459
C -1.97693 -1.90641 -1.91155
C -1.02494 -2.82851 -2.33026
C -1.49844 -4.00912 -2.87104
C -2.86979 -4.27226 -3.00364
C -3.82101 -3.35488 -2.60495
C -3.33029 -2.17567 -2.06660
N -4.00866 -1.04009 -1.59445
C -1.05736 1.95811 1.88346
N -0.26806 0.95509 1.44681
C 0.58946 0.62161 2.54794
C 1.55012 -0.36662 2.72412
C 2.18053 -0.41250 3.95406
C 1.87055 0.48608 4.98497
C 0.90050 1.45512 4.82544
C 0.27735 1.48807 3.58749
N -0.76433 2.30268 3.11723
H -3.08931 2.45427 1.52616
H -1.94201 3.60823 0.87043
H -1.87785 2.50705 -0.98154
H -3.89725 1.81242 -1.43617
H -4.10953 1.16658 0.18312
H 0.03810 -2.65924 -2.26209
H -0.78790 -4.75083 -3.20908
H -3.18639 -5.21046 -3.43795
H -4.87934 -3.54580 -2.71843
H -5.01297 -0.91114 -1.59051
H 1.77763 -1.10993 1.97816
H 2.92335 -1.17773 4.13364
H 2.39075 0.40621 5.92951
H 0.64054 2.13720 5.62349
H -1.24086 3.02327 3.64607
O 5.90393 0.79685 -1.55533
C 4.62332 0.64085 -1.34157
C 4.02980 -0.57186 -0.92452
C 2.67610 -0.57664 -0.73834
N 1.90497 0.50541 -0.92354
C 2.46964 1.64518 -1.35066
C 3.81037 1.77754 -1.56021
C 1.44022 2.69946 -1.55084
O 1.56115 3.84591 -1.75797
O 0.16807 2.08788 -1.37748
C 1.84817 -1.76145 -0.36291
O 2.14645 -2.89046 -0.26321
O 0.51445 -1.30626 -0.17948
H 6.42953 -0.00812 -1.41696
H 4.60718 -1.47618 -0.77424
H 4.24576 2.70913 -1.89874
*
```

Record 4
Density functional theory data (wB97M-V/def2-TZVPD) for a 2-piece molecular cluster, C19H20FN3OS overall.

The HOMO energy comes out at -7.6 eV. The calculation puts the energy above the lowest of the compared OMol25 structures with the same formula, charge and spin at 372.5 kcal per mole. The value obtained for the molecular weight is 357.5 g mol⁻¹. The value obtained for the gap between HOMO and LUMO is 6.85 eV. Its calculated total energy is -1472.9981 Ha. The calculation puts the maximum force at 15.844 eV/A.

```
! wB97M-V def2-TZVPD RIJCOSX def2/J DEFGRID3
* xyz 0 1
C 6.39283 0.29190 0.23684
C 5.03289 0.05028 -0.06541
C 4.55052 -1.11560 -0.39115
C 3.09285 -1.45992 -0.55884
C 2.16486 -0.54849 -0.56319
C 2.56981 0.81778 -0.08003
C 3.88653 0.98545 0.21631
H 4.31976 2.12439 0.15454
H 1.86549 1.74298 -0.14620
C 0.71286 -0.56039 -0.59468
O -0.08330 0.58126 -0.98369
N 0.08440 -1.65952 -0.31044
C -1.08320 -2.29265 0.05343
N -2.14910 -1.67213 -0.51910
C -3.51761 -1.92227 -0.15374
H -4.12954 -2.64999 -0.52370
C -4.16386 -0.67713 0.01471
N -3.36341 0.46971 -0.44370
C -2.33339 1.24854 0.29389
C -1.87366 2.40687 0.12397
C -0.99560 3.01054 0.73197
C -0.75073 2.57422 2.21512
C -1.24741 1.41875 2.51567
C -2.19345 0.69936 1.80035
H -2.56764 -0.10554 1.72721
H -0.93061 0.89903 3.41456
H 0.08484 2.79467 2.70116
H -0.48041 4.10533 0.45004
F -2.24120 2.90897 -1.06289
C -2.81280 0.17421 -1.78231
H -2.11338 1.07174 -2.21550
C -2.20951 -1.21699 -2.01028
H -2.72478 -1.83142 -2.50278
H -1.18822 -1.25736 -2.29611
H -3.73258 0.16988 -2.53541
H -4.51177 -0.04465 0.99537
H -5.03868 -0.53512 -0.87912
H -3.44217 -2.29566 1.24862
S -1.22492 -2.99763 1.55131
H 0.74228 -2.19230 0.40020
H 2.77252 -2.49568 -0.63087
H 4.94205 -1.95867 -0.23085
H 6.45144 0.34424 1.24821
H 6.61084 1.07209 -0.30435
H 6.82615 -0.47312 -0.30917
*
```

| no. | lowest unoccupied orbital energy (eV) |
| --- | --- |
| 1 | 0.5 |
| 2 | 0.2 |
| 3 | -10.6 |
| 4 | -0.7 |